(1)
Here is C5H10S3 in the gas phase from the OMol25 dataset. Energies are from ωB97M-V/def2-TZVPD.

Summary:
- LUMO (eV) = 0.7081
- E_tot (eV) = -37850.935
- multiplicity = 1
- largest force on an atom (eV/A) = 4.0
- HOMO-LUMO gap (eV) = 9.463
- energy above the lowest of the compared OMol25 structures with the same formula, charge and spin (eV) = 2.0372
- net charge = 0
- SMILES = C[C@@]1(SCCS)CS1

The geometry in XYZ format:
```
18
Properties=species:S:1:pos:R:3:forces:R:3
C -2.23140 -1.26393 0.55957 -0.49 2.04 0.31
C -0.78186 -1.66494 0.68928 -0.22 1.37 -0.43
C -0.17603 -2.42876 -0.45113 2.20 1.69 0.54
C 1.36881 1.88933 0.39130 3.33 0.54 -0.68
C 0.21239 1.01455 0.16211 1.95 -2.21 2.74
S -1.87688 -2.41779 1.87829 -0.23 -0.31 0.29
S 1.51491 3.36163 -0.73421 -1.42 -0.24 -0.78
S 0.31195 -0.44701 1.41703 0.33 1.12 -0.01
H -2.69682 -0.19410 0.70600 1.44 -2.11 0.30
H -2.69674 -1.71652 -0.27261 -0.55 -0.55 -0.84
H 0.62449 -3.07555 -0.15201 0.98 0.10 0.77
H 0.28011 -1.72236 -1.19906 -0.86 -0.80 0.42
H -0.79195 -3.15928 -0.80104 -2.45 -1.41 -1.71
H 2.39121 1.38789 0.16283 -2.00 0.16 0.50
H 1.49408 2.24510 1.39314 -0.30 0.50 0.62
H -0.72220 1.40018 0.33820 -2.08 1.15 -0.37
H 0.49843 0.53506 -0.69069 -0.68 -1.16 -2.93
H 0.56149 3.04019 -1.72694 1.04 0.14 1.26
```
Positions in Å, forces in eV/Å.

(2)
Here is C5H10Si in the gas phase from the OMol25 dataset. Energies are from ωB97M-V/def2-TZVPD.

Summary:
- LUMO (eV) = 0.9217
- E_tot (eV) = -13222.463
- multiplicity = 1
- largest force on an atom (eV/A) = 7.3
- HOMO-LUMO gap (eV) = 9.781
- energy above the lowest of the compared OMol25 structures with the same formula, charge and spin (eV) = 1.3751
- net charge = 0
- SMILES = C=C1CCC[SiH2]1

The geometry in XYZ format:
```
16
Properties=species:S:1:pos:R:3:forces:R:3
C -1.03983 -0.03739 -0.23923 -5.93 3.89 1.52
C -2.43135 0.12027 0.10851 5.86 0.77 -1.81
C -0.28791 -1.23989 -0.13970 1.88 -3.31 0.24
C 1.26271 -0.96708 0.16342 -2.45 0.05 2.52
C 1.53166 0.51048 -0.01483 0.51 1.16 2.66
Si -0.05015 1.59900 -0.01118 0.35 -2.92 0.28
H -2.72584 1.14067 0.27205 -0.60 0.14 -0.11
H -3.12985 -0.64407 0.12240 -1.24 -1.48 0.34
H -0.74725 -1.75751 0.72937 0.53 -0.27 -0.62
H -0.29694 -1.96096 -1.00226 -0.44 0.78 0.52
H 1.48824 -1.31189 1.23222 -0.37 0.62 -1.34
H 1.85424 -1.58254 -0.44164 0.95 -0.74 -1.07
H 2.24877 0.82712 0.81572 -0.36 -0.05 -1.75
H 1.81880 0.66880 -1.01354 1.37 0.45 -1.21
H -0.05872 2.55126 -1.10427 -0.05 0.45 -0.29
H -0.44576 2.14588 1.28785 0.00 0.46 0.10
```
Positions in Å, forces in eV/Å.

(3)
Here is an isolated ion of composition C5H11BrN3O2 and charge +1 from the OMol25 dataset. Energies are from ωB97M-V/def2-TZVPD.

Summary:
- LUMO (eV) = -4.7355
- E_tot (eV) = -83960.765
- multiplicity = 1
- largest force on an atom (eV/A) = 4.2
- HOMO-LUMO gap (eV) = 8.298
- energy above the lowest of the compared OMol25 structures with the same formula, charge and spin (eV) = 3.8457
- net charge = +1
- SMILES = COCC/[N+](=C/Br)C(=O)NN

The geometry in XYZ format:
```
22
Properties=species:S:1:pos:R:3:forces:R:3
C -0.06553 -1.53804 -0.20382 0.03 1.23 -0.05
C -2.01523 -0.82087 -1.60385 0.60 -0.09 -0.51
C 1.93729 0.74282 0.55394 3.27 2.46 0.73
C -0.45162 1.00237 -1.19127 1.70 -1.36 1.89
C -0.09487 1.88881 -0.00221 -0.49 0.76 -1.03
N -0.08269 -1.76895 1.10674 0.72 -1.78 0.65
N -1.05832 -0.34168 -0.87402 -0.19 -1.11 0.19
N -0.47694 -0.95534 2.23464 -0.81 -1.31 -0.77
O 0.57364 -2.05225 -1.05910 0.06 -0.37 -0.10
O 0.67686 1.22677 0.91795 -0.29 -0.54 1.12
Br -2.34019 -2.64069 -1.87776 -0.18 0.60 0.56
H -2.61602 -0.24198 -2.33507 0.61 0.15 0.85
H 2.21439 -0.03452 1.25181 -0.19 -0.43 -0.07
H 2.78298 1.57033 0.75728 -1.90 -1.44 -0.47
H 2.12601 0.45123 -0.47870 -0.59 -0.26 -0.05
H -1.14532 1.60444 -1.64715 -1.59 0.89 -2.21
H 0.50864 0.78423 -1.70739 -1.08 0.07 -0.29
H -1.04746 2.29271 0.48677 1.56 -0.45 -0.44
H 0.49999 2.69640 -0.52401 -0.77 -0.19 0.79
H 0.34373 -2.71486 1.34385 -0.70 1.85 -0.46
H -0.43976 -0.04546 1.82489 0.41 1.03 0.72
H 0.17042 -1.10547 3.02648 -0.19 0.29 -1.04
```
Positions in Å, forces in eV/Å.

(4)
Here is a 2-piece molecular cluster, C5H11BrO3Si overall from the OMol25 dataset. Energies are from ωB97M-V/def2-TZVPD.

Summary:
- LUMO (spin up / spin down) (eV) = 0.3894 / 0.3895
- E_tot (eV) = -89424.131
- multiplicity = 1
- largest force on an atom (eV/A) = 5.5
- HOMO-LUMO gap (spin up / spin down) (eV) = 8.310 / 8.310
- energy above the lowest of the compared OMol25 structures with the same formula, charge and spin (eV) = 0.0000
- net charge = 0

The geometry in XYZ format:
```
21
Properties=species:S:1:pos:R:3:forces:R:3
C -2.27059 -2.23250 -0.53737 2.18 2.61 1.23
C -2.22650 -0.94358 -0.19573 2.60 0.87 0.13
C 1.94259 -1.53550 0.82526 0.14 3.74 -1.69
C -0.03271 1.01665 -2.47929 -5.43 0.26 0.87
C 0.21437 2.47748 2.11500 -0.53 -1.75 1.05
O 1.31216 -0.62058 -0.15015 1.22 -1.84 -0.43
O -0.01502 1.49296 -1.17724 2.02 0.27 3.13
O 0.55561 1.25441 1.51316 -0.18 -1.16 -0.34
Si 0.26067 0.51211 0.11610 -3.16 0.41 -0.94
Br -3.77897 0.14529 -0.03132 -0.12 -0.14 -0.04
H -3.12842 -2.76436 -0.55356 -2.84 -1.67 -0.49
H -1.34701 -2.76907 -0.49413 0.49 -0.30 -0.30
H 2.58938 -0.85764 1.31722 0.51 0.33 1.47
H 2.59613 -2.19790 0.37051 0.52 -1.63 -1.36
H 1.17061 -1.90573 1.37750 -1.59 -1.47 1.79
H 0.39385 1.61622 -3.18289 1.69 1.94 -1.49
H -1.16589 1.11328 -2.61260 1.34 -0.82 -1.09
H 0.26118 0.03503 -2.56416 0.75 -2.29 -0.26
H 0.80909 3.17452 1.68027 1.41 2.55 -1.16
H 0.38102 2.45529 3.17116 0.69 -0.40 0.69
H -0.80959 2.67771 2.07326 -1.71 0.46 -0.76
```
Positions in Å, forces in eV/Å.

(5)
Here is C5H11CaO4 as an isolated structure from the OMol25 dataset. Energies are from ωB97M-V/def2-TZVPD.

Summary:
- LUMO (spin up / spin down) (eV) = 0.0629 / -1.4983
- E_tot (eV) = -31988.991
- multiplicity = 2
- largest force on an atom (eV/A) = 3.9
- HOMO-LUMO gap (spin up / spin down) (eV) = 8.416 / 6.853
- energy above the lowest of the compared OMol25 structures with the same formula, charge and spin (eV) = 0.0074
- net charge = 0
- expectation value of S² = 0.754

The geometry in XYZ format:
```
21
Properties=species:S:1:pos:R:3:forces:R:3
C 2.04933 -3.70231 -0.88285 -0.25 -0.23 -0.04
O 2.97472 -2.71368 -0.77075 0.10 0.10 0.03
H 2.61021 -4.59275 -1.24955 -0.15 0.22 0.06
H 1.62083 -3.99633 0.09230 0.10 0.06 -0.21
H 1.25925 -3.47569 -1.62089 0.19 -0.11 0.17
O 1.62916 4.50199 -0.78705 1.63 2.28 -2.29
C 2.91421 4.34186 -1.27176 0.26 -0.91 -0.52
C 3.24420 2.78805 -1.50362 0.01 1.26 -0.29
O 2.84835 2.13711 -0.31088 0.41 -1.76 0.45
C 2.58476 0.65024 -0.32673 0.20 1.55 0.06
C 1.65185 0.35688 0.85172 -0.17 -0.16 0.41
O 0.62772 1.28965 0.96089 -0.15 -3.81 0.80
Ca 1.02097 3.07593 0.36689 -2.38 2.07 1.99
H 3.66947 4.74337 -0.56492 -0.08 -0.14 -0.23
H 3.06968 4.84529 -2.24521 0.10 -0.10 0.17
H 4.31634 2.63352 -1.69999 -0.21 -0.01 -0.02
H 2.65054 2.38946 -2.34424 0.15 0.18 0.11
H 3.57054 0.18575 -0.16807 -0.51 -0.26 -0.67
H 2.04333 0.46667 -1.27174 0.66 -0.28 0.18
H 2.27035 0.32514 1.77264 -0.17 -0.03 -0.17
H 1.25797 -0.66795 0.70228 0.25 0.09 0.00
```
Positions in Å, forces in eV/Å.

(6)
Here is C5H11Cl in the gas phase from the OMol25 dataset. Energies are from ωB97M-V/def2-TZVPD.

Summary:
- LUMO (eV) = 0.9398
- E_tot (eV) = -17885.737
- multiplicity = 1
- largest force on an atom (eV/A) = 2.7
- HOMO-LUMO gap (eV) = 11.371
- energy above the lowest of the compared OMol25 structures with the same formula, charge and spin (eV) = 0.3060
- net charge = 0
- SMILES = CCC(C)(C)Cl

The geometry in XYZ format:
```
17
Properties=species:S:1:pos:R:3:forces:R:3
C 1.38583 1.74587 -0.95477 -0.04 -0.31 -0.12
C 0.31389 1.33300 0.02641 -1.01 0.35 -1.05
C 0.01985 -0.14450 -0.04669 -0.85 -0.85 -0.25
C 1.21071 -0.94151 0.30394 1.20 -1.41 -1.01
C -0.55588 -0.64969 -1.39259 2.48 0.14 -0.99
H 2.35306 1.28502 -0.70318 -0.32 0.23 -0.47
H 1.02859 1.55359 -1.95480 0.44 -0.59 -0.47
H 1.48128 2.80624 -0.97038 0.32 0.96 0.41
H -0.62623 1.74147 -0.27150 -0.72 0.93 -0.43
H 0.50849 1.84334 0.94568 0.21 -0.72 1.23
H 1.55708 -0.60008 1.27574 0.20 -0.63 0.20
H 0.91029 -2.01360 0.20007 0.64 0.70 0.79
H 2.03753 -0.80189 -0.44907 -0.79 0.03 0.71
H -0.58050 -1.75647 -1.39618 -0.45 0.66 0.19
H 0.20040 -0.40779 -2.20172 -0.62 -0.22 0.80
H -1.45638 -0.19019 -1.74183 -0.79 0.12 0.29
Cl -1.27412 -0.67757 1.15585 0.09 0.61 0.17
```
Positions in Å, forces in eV/Å.